Entry 1:
Below is a cluster of 2 separate species, C9H9N3O2 in total, with properties calculated with ωB97M-V with the def2-TZVPD basis set.

Each line ends with the Löwdin charge.
Positions of all 23 atoms, in Å:
1 O 1.670 2.466 -0.027  0.096
2 C 1.803 1.300 -0.216  -0.490
3 C 0.870 0.512 -1.029  -0.028
4 C 0.906 -0.846 -1.024  -0.060
5 N 1.957 -1.417 -0.397  0.104
6 C 2.942 -0.829 0.303  -0.529
7 O 3.827 -1.445 0.885  0.062
8 N 2.832 0.559 0.338  0.201
9 H 0.040 0.914 -1.646  0.119
10 H 0.147 -1.484 -1.503  0.146
11 H 2.167 -2.442 -0.282  0.195
12 H 3.428 1.064 1.060  0.202
13 C -3.255 -0.023 1.511  -0.077
14 C -4.031 -0.683 0.588  -0.073
15 C -3.736 -0.515 -0.751  -0.179
16 N -2.626 0.025 -1.218  0.074
17 C -1.786 0.503 -0.262  -0.159
18 C -2.026 0.521 1.130  -0.027
19 H -3.413 -0.021 2.520  0.074
20 H -4.997 -1.169 0.735  0.108
21 H -4.370 -0.925 -1.537  0.106
22 H -0.927 1.004 -0.543  0.013
23 H -1.310 1.085 1.766  0.123

Results
- SMILES string: O=c1cc[nH]c(=O)[nH]1.c1ccncc1
- HOMO-LUMO gap: 0.3539 Eh
- Energy: -18043.58047 eV
- E_LUMO: 0.0179 Ha

Entry 2:
Below is a cluster of 2 separate species, C9H9N3O2 in total, with properties calculated with ωB97M-V with the def2-TZVPD basis set.

Each line ends with the Löwdin charge.
Positions of all 23 atoms, in Å:
1 O -0.975 -1.315 0.981  0.004
2 C -1.979 -0.878 0.367  -0.371
3 C -3.012 -1.506 -0.409  -0.005
4 C -4.036 -0.785 -0.884  -0.103
5 N -4.187 0.506 -0.520  0.103
6 C -3.200 1.276 0.210  -0.524
7 O -3.212 2.429 0.428  0.109
8 N -2.060 0.570 0.564  0.172
9 H -3.103 -2.499 -0.649  0.086
10 H -4.885 -1.279 -1.352  0.135
11 H -5.129 1.045 -0.618  0.205
12 H -1.272 1.102 1.051  0.188
13 C 2.817 -0.701 0.654  -0.090
14 C 4.015 -1.100 -0.085  -0.022
15 C 4.657 0.095 -0.476  -0.198
16 N 4.207 1.290 -0.558  0.038
17 C 3.052 1.537 -0.196  -0.208
18 C 2.238 0.581 0.505  -0.066
19 H 2.206 -1.475 1.382  0.147
20 H 4.331 -2.139 -0.166  0.097
21 H 5.503 -0.157 -1.013  0.076
22 H 2.761 2.611 -0.323  0.118
23 H 1.262 0.791 1.105  0.111

Results
- SMILES string: O=c1cc[nH]c(=O)[nH]1.c1ccncc1
- HOMO-LUMO gap: 0.3490 Eh
- Energy: -18042.37890 eV
- E_LUMO: 0.0074 Ha

Entry 3:
Below is a cluster of 2 separate species, C9H9N5O4 in total, with properties calculated with ωB97M-V with the def2-TZVPD basis set.

Each line ends with the Löwdin charge.
Positions of all 27 atoms, in Å:
1 N -4.825 2.798 0.302  0.177
2 C -3.866 2.133 0.377  -0.162
3 C -2.716 1.289 0.496  -0.144
4 C -2.596 -0.032 0.046  0.094
5 C -1.377 -0.761 0.216  -0.113
6 N -1.303 -2.129 -0.212  -0.302
7 O -2.311 -2.643 -0.753  0.065
8 O -0.236 -2.769 -0.030  0.049
9 C -0.230 -0.146 0.737  0.100
10 C -0.356 1.164 1.165  -0.086
11 C -1.564 1.895 1.097  -0.186
12 N -1.424 3.214 1.379  0.165
13 O -0.042 3.358 1.600  0.048
14 N 0.638 2.106 1.453  -0.138
15 O 1.857 2.047 1.479  0.087
16 H -3.445 -0.510 -0.440  0.137
17 H 0.723 -0.651 0.847  0.108
18 C 1.613 -1.105 -1.984  -0.126
19 N 1.938 -0.563 -0.686  -0.239
20 C 3.038 -1.219 -0.007  -0.117
21 H 0.838 -0.484 -2.446  0.085
22 H 2.492 -1.155 -2.644  0.080
23 H 1.203 -2.112 -1.835  0.071
24 H 2.034 0.450 -0.687  0.103
25 H 3.274 -0.662 0.904  0.080
26 H 2.712 -2.228 0.269  0.084
27 H 3.932 -1.289 -0.642  0.081

Results
- SMILES string: N#Cc1cc([N+](=O)[O-])cc2c1no[n+]2[O-].CNC
- HOMO-LUMO gap: 0.2486 Eh
- Energy: -25110.44579 eV
- E_LUMO: -0.0857 Ha

Entry 4:
Below is the molecule C9H9NO, with properties calculated with ωB97M-V with the def2-TZVPD basis set.

Each line ends with the Löwdin charge.
Positions of all 20 atoms, in Å:
1 O -3.661 0.205 -0.446  -0.081
2 C -2.733 -0.796 0.144  -0.201
3 C -1.410 -0.159 0.137  -0.210
4 C -1.075 1.233 0.187  -0.057
5 C 0.230 1.690 0.103  -0.015
6 C 1.268 0.681 -0.006  -0.245
7 N 2.550 0.843 -0.114  0.047
8 C 3.148 -0.375 -0.195  -0.116
9 C 2.233 -1.394 -0.027  -0.034
10 C 0.984 -0.739 0.121  -0.208
11 C -0.323 -1.143 0.161  0.007
12 H -4.517 -0.128 -0.339  0.035
13 H -2.758 -1.768 -0.555  0.157
14 H -3.077 -1.002 1.166  0.118
15 H -1.908 1.972 0.264  0.118
16 H 0.518 2.784 0.300  0.125
17 H 3.021 1.766 -0.095  0.185
18 H 4.281 -0.425 -0.294  0.134
19 H 2.415 -2.454 -0.097  0.101
20 H -0.474 -2.273 0.267  0.141

Results
- SMILES string: OCc1ccc2[nH]ccc2c1
- HOMO-LUMO gap: 0.3192 Eh
- Energy: -13015.31827 eV
- E_LUMO: 0.0344 Ha